Entry 1:
Below is a 2-piece molecular cluster, C3H4N2OS overall, with properties calculated with the ωB97M-V functional and the def2-TZVPD basis.

Each line ends with the Löwdin charge.
Cartesian coordinates (Å):
C1 1.23276 0.43198 -0.47729  -0.112
C2 2.04576 -0.29035 0.46834  -0.118
C3 -0.02659 0.27373 0.03431  -0.101
N1 -0.09706 -0.33374 1.20675  0.002
N2 1.19761 -0.71582 1.44579  -0.070
O1 -3.42077 -0.16353 -1.50309  -0.571
S1 -3.41377 0.98070 -0.33793  0.605
H1 1.51501 1.12286 -1.26976  0.084
H2 3.14284 -0.29656 0.43052  0.109
H3 1.46934 -1.45826 2.20347  0.200
H4 -3.64511 0.44899 -2.20110  -0.029

- ΔE to the lowest compared entry with this formula, charge and spin (eV) = 5.838
- electronic energy (hartree) = -699.4576
- spin multiplicity = 1
- lowest unoccupied orbital energy (spin up / spin down) (eV) = -0.63 / -1.24



Entry 2:
Below is C4H5NS as an isolated structure, with properties calculated with the ωB97M-V functional and the def2-TZVPD basis.

Each line ends with the Löwdin charge.
Cartesian coordinates (Å):
C1 -0.27664 -0.85302 0.03490  -0.819
C2 -1.32215 -0.00282 -0.06887  -0.087
C3 -0.70868 1.37145 -0.22145  -0.058
C4 0.68143 1.20639 -0.15312  -0.192
H1 1.34091 -2.61989 -0.07577  -0.087
H2 -2.39861 -0.29402 -0.26631  0.116
H3 -1.24113 2.21635 -0.53055  0.059
H4 1.34514 1.95168 0.13267  0.084
H5 1.77744 -0.35333 1.03146  0.307
N1 0.86298 -0.08572 0.06424  -0.098
S1 -0.06068 -2.53708 0.05280  0.776

- ΔE to the lowest compared entry with this formula, charge and spin (eV) = 2.520
- electronic energy (hartree) = -608.2581
- spin multiplicity = 1
- lowest unoccupied orbital energy (eV) = 0.18